No. 1
{"formula": "C13H38N4O15Zn", "method": "the ωB97M-V functional and the def2-TZVPD basis", "e_tot_ha": -3645.0310, "relative_energy_kcal_mol": 20.6, "homo_energy_ev": -8.88, "species": ["Zn", "C", "O", "O", "O", "C", "O", "N", "N", "H", "H", "H", "H", "C", "O", "N", "N", "H", "H", "H", "H", "C", "C", "O", "O", "H", "H", "H", "H", "H", "H", "C", "C", "O", "O", "H", "H", "H", "H", "H", "H", "C", "C", "O", "O", "H", "H", "H", "H", "H", "H", "C", "C", "O", "O", "H", "H", "H", "H", "H", "H", "C", "C", "O", "O", "H", "H", "H", "H", "H", "H"], "positions_angstrom": [[-18.763, -17.788, 14.947], [-17.383, -17.486, 16.897], [-17.434, -18.526, 16.184], [-16.788, -17.384, 17.883], [-18.074, -16.556, 16.345], [-13.939, -19.801, 15.785], [-12.792, -20.009, 15.555], [-14.912, -19.424, 14.980], [-14.420, -19.680, 16.989], [-15.739, -18.955, 15.318], [-14.615, -19.600, 14.031], [-15.407, -19.533, 17.148], [-13.775, -19.750, 17.763], [-19.255, -20.526, 13.263], [-18.967, -19.632, 13.981], [-18.691, -21.708, 13.455], [-20.216, -20.591, 12.514], [-18.073, -21.775, 14.251], [-18.754, -22.481, 12.808], [-21.023, -19.988, 12.590], [-20.373, -21.458, 12.022], [-21.473, -17.504, 16.008], [-21.457, -16.917, 14.649], [-20.131, -16.558, 14.256], [-20.348, -18.405, 16.168], [-22.479, -17.906, 16.122], [-21.306, -16.665, 16.683], [-22.151, -16.085, 14.527], [-21.820, -17.720, 14.009], [-20.259, -16.083, 13.432], [-20.452, -18.614, 17.099], [-13.000, -16.890, 18.590], [-13.673, -15.542, 18.543], [-14.781, -15.558, 17.551], [-12.319, -17.342, 17.343], [-13.694, -17.697, 18.826], [-12.256, -16.862, 19.386], [-12.859, -14.916, 18.178], [-13.947, -15.119, 19.510], [-15.439, -16.192, 17.846], [-12.980, -17.950, 17.005], [-18.375, -21.301, 17.480], [-17.543, -20.982, 18.729], [-18.373, -20.796, 19.773], [-17.534, -21.285, 16.240], [-19.175, -20.590, 17.272], [-18.941, -22.228, 17.571], [-17.030, -20.023, 18.656], [-16.910, -21.855, 18.890], [-17.924, -20.234, 20.409], [-17.555, -20.359, 15.986], [-18.462, -13.137, 15.378], [-18.959, -13.062, 16.764], [-19.706, -14.231, 17.090], [-17.249, -13.845, 15.308], [-18.166, -12.139, 15.057], [-19.153, -13.559, 14.648], [-19.539, -12.144, 16.867], [-18.097, -12.928, 17.417], [-19.118, -14.985, 17.009], [-17.444, -14.707, 15.683], [-18.222, -15.225, 20.393], [-17.033, -16.040, 21.032], [-16.818, -17.326, 20.410], [-17.779, -14.734, 19.177], [-18.504, -14.445, 21.101], [-19.140, -15.797, 20.266], [-17.178, -16.252, 22.091], [-16.133, -15.426, 21.006], [-16.737, -17.364, 19.455], [-17.846, -15.535, 18.652]], "atomic_forces_ev_per_a": [[0.8, -1.0, 0.3], [-2.6, 0.7, -4.4], [0.7, -4.0, -1.8], [3.6, 0.4, 5.9], [-1.5, 3.1, -0.4], [-0.8, 1.4, 0.8], [2.6, -1.2, -1.4], [-0.3, -0.5, -4.2], [-0.4, -0.2, 5.2], [0.0, -0.2, -0.5], [-1.0, 0.7, -0.3], [0.3, -0.1, 0.3], [-0.4, -0.2, 0.0], [3.9, -3.8, 3.6], [1.4, 5.5, 2.9], [2.4, -2.1, 0.3], [-8.1, 0.3, -7.0], [0.4, -0.1, 0.1], [0.0, 0.2, 0.3], [0.5, 0.2, -0.2], [-0.3, 0.3, 0.1], [0.6, 1.7, 0.5], [-0.7, -1.1, -0.9], [-1.0, 0.7, -0.5], [-2.5, 0.1, 0.0], [0.3, -0.6, 0.4], [-0.2, -0.1, 0.5], [0.2, 0.1, 0.4], [0.1, 0.0, -0.6], [0.7, 0.2, -0.2], [1.0, -0.5, 0.3], [0.7, -1.2, -0.3], [-0.5, -0.4, -2.4], [2.0, 0.8, 1.2], [-1.1, 1.1, 1.9], [-0.3, 0.1, 0.3], [0.2, -0.1, 0.0], [-0.4, 0.5, -0.5], [-0.4, -0.4, 0.2], [-0.1, -0.1, 0.3], [0.2, 0.0, -0.6], [0.6, 0.7, -1.7], [0.6, -0.1, -2.1], [-2.3, 0.0, 2.6], [-1.1, -1.1, 1.6], [0.1, 0.5, 0.5], [0.6, -0.4, 0.0], [0.8, -0.3, -1.0], [0.7, 0.2, -0.1], [-0.2, 0.1, 0.2], [0.3, 0.5, 0.1], [1.4, 0.9, -1.0], [-0.4, 0.0, 0.4], [-0.8, 0.6, 0.1], [0.2, -0.5, -0.3], [-0.3, 0.2, -0.2], [-0.6, 0.1, 0.1], [-0.7, -0.4, 0.2], [0.1, -0.2, 0.2], [0.4, -0.3, 0.0], [0.5, -0.6, 0.2], [1.1, -0.8, 2.0], [-0.9, -0.7, -0.7], [-0.2, 0.2, 1.9], [-0.2, 0.3, -0.5], [0.3, 0.5, -0.2], [0.0, -0.5, 0.1], [-0.4, -0.1, 0.0], [0.1, 0.2, -0.4], [0.0, 0.8, -0.2], [0.5, 0.2, -0.9]], "lowdin_charge": [0.8335, -0.9057, -0.1051, 0.0747, -0.0828, -0.8007, 0.0767, 0.1751, 0.1711, 0.0697, 0.1162, 0.0780, 0.1228, -0.7838, 0.0669, 0.2014, 0.2181, 0.0969, 0.1229, 0.1414, 0.1401, -0.1688, -0.1892, -0.0543, -0.0598, 0.1427, 0.1364, 0.1498, 0.1201, 0.1364, 0.1233, -0.2164, -0.1895, -0.0719, -0.0698, 0.0967, 0.1113, 0.1138, 0.1067, 0.0131, 0.0167, -0.1494, -0.2856, -0.0414, -0.1120, 0.0917, 0.1180, 0.1092, 0.1276, 0.0963, 0.0026, -0.2761, -0.2427, -0.0768, -0.0524, 0.1205, 0.1081, 0.1195, 0.1223, 0.0191, 0.0365, -0.2409, -0.1946, -0.0975, -0.0508, 0.1120, 0.1159, 0.1048, 0.1024, -0.0092, 0.0484]}

---

No. 2
{"formula": "C33H26N4O2RuSe2Te2", "method": "the ωB97M-V functional and the def2-TZVPD basis", "e_tot_ha": -7076.5686, "relative_energy_kcal_mol": 0.0, "homo_energy_ev": [-6.79, -6.79], "species": ["Ru", "C", "C", "N", "C", "C", "C", "C", "C", "C", "C", "N", "C", "C", "C", "C", "C", "C", "C", "C", "N", "C", "H", "H", "H", "H", "H", "H", "H", "H", "H", "H", "H", "H", "Se", "Te", "Te", "Se", "C", "C", "C", "C", "C", "C", "N", "C", "C", "C", "C", "C", "C", "C", "O", "O", "C", "C", "H", "H", "H", "H", "H", "H", "H", "H", "H", "H", "H", "H", "H", "H"], "positions_angstrom": [[0.523, 1.801, 0.164], [0.817, 1.865, 4.520], [0.311, 1.932, 3.214], [1.073, 1.812, 2.153], [2.427, 1.624, 2.299], [3.006, 1.554, 3.579], [2.152, 1.670, 4.699], [4.403, 1.381, 3.708], [5.160, 1.284, 2.580], [4.593, 1.341, 1.292], [3.228, 1.506, 1.103], [2.517, 1.570, -0.069], [2.927, 1.437, -1.369], [4.213, 1.298, -1.875], [4.455, 1.161, -3.254], [3.446, 1.156, -4.171], [2.116, 1.298, -3.719], [1.014, 1.305, -4.603], [-0.251, 1.441, -4.117], [-0.432, 1.582, -2.733], [0.570, 1.589, -1.885], [1.858, 1.441, -2.342], [0.137, 1.956, 5.355], [-0.746, 2.072, 3.038], [2.578, 1.596, 5.693], [4.846, 1.334, 4.694], [6.232, 1.158, 2.661], [5.264, 1.250, 0.462], [5.068, 1.299, -1.230], [5.480, 1.055, -3.585], [3.642, 1.049, -5.230], [1.195, 1.201, -5.666], [-1.115, 1.446, -4.767], [-1.422, 1.696, -2.313], [-1.806, 1.683, 0.485], [-3.027, 3.791, 0.272], [-1.028, 5.630, 0.206], [0.913, 4.137, -0.013], [-6.116, 0.056, -0.709], [-4.762, -0.570, -0.925], [-4.080, -0.334, -2.114], [-2.829, -0.893, -2.322], [-2.259, -1.714, -1.367], [-2.946, -1.984, -0.180], [-2.430, -2.871, 0.764], [-1.115, -3.359, 0.749], [-0.893, -4.734, 0.724], [0.395, -5.243, 0.666], [1.480, -4.383, 0.591], [1.264, -3.013, 0.613], [-0.018, -2.490, 0.731], [-0.177, -0.997, 0.903], [-0.966, -0.548, 1.729], [0.568, -0.300, 0.115], [-4.187, -1.375, 0.062], [-4.871, -1.592, 1.386], [-6.492, 0.478, -1.640], [-6.069, 0.863, 0.027], [-6.842, -0.674, -0.348], [-4.534, 0.289, -2.877], [-2.297, -0.706, -3.248], [-1.296, -2.172, -1.550], [-3.098, -3.386, 1.308], [-1.746, -5.402, 0.729], [0.546, -6.315, 0.645], [2.486, -4.775, 0.522], [2.097, -2.324, 0.571], [-4.134, -1.713, 2.180], [-5.517, -2.477, 1.377], [-5.496, -0.740, 1.647]], "atomic_forces_ev_per_a": [[-0.4, -0.3, 0.0], [0.0, 0.0, 0.0], [0.0, 0.0, 0.0], [0.1, 0.0, 0.2], [-0.1, 0.0, 0.0], [0.0, 0.0, 0.0], [0.0, 0.0, 0.0], [0.0, 0.0, 0.1], [0.0, 0.0, -0.1], [0.0, 0.0, 0.0], [-0.1, -0.1, -0.1], [0.2, 0.1, 0.0], [0.0, -0.1, 0.0], [0.0, 0.0, 0.0], [0.0, 0.0, 0.0], [0.0, 0.0, 0.0], [0.0, 0.0, 0.0], [0.0, 0.0, 0.0], [0.0, 0.0, 0.0], [0.0, 0.0, 0.0], [0.1, 0.2, -0.4], [-0.1, 0.0, 0.0], [0.0, 0.0, 0.0], [0.0, 0.0, 0.0], [0.0, 0.0, 0.0], [0.0, 0.0, 0.0], [0.0, 0.0, 0.0], [0.0, 0.0, 0.0], [0.0, 0.0, 0.0], [0.0, 0.0, 0.0], [0.0, 0.0, 0.0], [0.0, 0.0, 0.0], [0.0, 0.0, 0.0], [0.0, 0.0, 0.0], [-0.3, -0.2, 0.1], [0.6, 0.7, -0.1], [-0.7, -0.7, 0.0], [0.4, 0.1, -0.1], [0.1, 0.0, 0.0], [0.0, 0.0, 0.0], [0.0, 0.0, 0.0], [0.0, 0.0, 0.0], [0.0, -0.1, 0.0], [0.0, 0.1, 0.0], [0.0, 0.1, 0.0], [0.0, 0.0, 0.0], [0.0, 0.0, 0.0], [0.0, 0.0, 0.0], [0.0, 0.0, 0.0], [0.0, 0.0, 0.1], [0.1, 0.1, 0.1], [0.1, -0.1, -0.4], [-0.1, 0.0, 0.2], [0.0, 0.1, 0.3], [0.0, 0.0, 0.0], [0.0, 0.0, -0.1], [0.0, 0.0, 0.0], [0.0, 0.0, 0.0], [0.0, 0.0, 0.0], [0.0, 0.0, 0.0], [0.0, 0.0, 0.0], [0.0, 0.0, 0.0], [0.0, -0.1, 0.0], [0.0, 0.0, 0.0], [0.0, 0.0, 0.0], [0.0, 0.0, 0.0], [0.0, 0.0, 0.0], [0.0, 0.0, 0.0], [0.0, 0.0, 0.0], [0.0, 0.0, 0.0]], "nbo_charge": [0.3302, -0.2609, 0.1032, -0.3901, 0.2132, -0.0920, -0.1096, -0.2445, -0.1698, -0.2733, 0.1726, -0.5285, 0.1760, -0.2786, -0.1561, -0.2523, -0.0905, -0.1113, -0.2672, 0.0854, -0.3833, 0.2178, 0.2268, 0.2169, 0.2170, 0.2132, 0.2139, 0.2082, 0.2075, 0.2124, 0.2130, 0.2172, 0.2263, 0.2184, 0.0694, 0.2185, 0.2104, -0.1147, -0.6337, 0.0116, -0.2587, -0.1995, -0.2957, 0.2722, -0.6458, 0.2579, -0.2569, -0.1980, -0.2380, -0.1572, -0.1863, 0.7843, -0.6829, -0.6996, -0.0872, -0.6491, 0.2154, 0.2118, 0.2165, 0.2027, 0.2076, 0.2277, 0.3929, 0.2079, 0.2116, 0.2128, 0.2281, 0.2312, 0.2109, 0.2208]}